--- a ---
# C13H14N2O2S

An isolated molecule of C13H14N2O2S (the ωB97M-V functional and the def2-TZVPD basis, the OMol25 dataset).

Each line ends with the Löwdin charge.
Atoms and positions in Å:
O1 -0.809 -0.434 -2.599  0.07
C1 0.010 -0.687 -1.743  -0.56
N1 -0.163 -1.624 -0.766  0.08
C2 -1.509 -1.994 -0.398  -0.11
C3 -1.950 -1.206 0.860  -0.32
O2 -1.173 -1.594 1.975  -0.02
C4 -1.755 0.267 0.592  -0.19
C5 -2.681 0.951 -0.184  -0.04
C6 -2.466 2.276 -0.517  -0.08
C7 -1.328 2.929 -0.075  -0.09
C8 -0.409 2.255 0.709  -0.09
C9 -0.619 0.927 1.039  -0.04
N2 1.246 -0.059 -1.764  0.09
C10 2.241 -0.093 -0.808  -0.56
C11 2.779 -1.167 -0.158  -0.13
C12 3.772 -0.797 0.778  -0.19
C13 3.988 0.539 0.825  -0.42
S1 2.963 1.399 -0.262  1.03
H1 0.473 -1.572 0.020  0.10
H2 -2.159 -1.759 -1.243  0.12
H3 -1.543 -3.070 -0.198  0.12
H4 -3.016 -1.410 1.048  0.15
H5 -1.353 -2.519 2.172  0.10
H6 -3.566 0.442 -0.537  0.12
H7 -3.187 2.798 -1.129  0.10
H8 -1.158 3.961 -0.341  0.10
H9 0.480 2.759 1.059  0.09
H10 0.092 0.398 1.655  0.12
H11 1.283 0.698 -2.433  0.15
H12 2.518 -2.187 -0.375  0.11
H13 4.312 -1.509 1.377  0.10
H14 4.689 1.084 1.423  0.06

Summary:
**Gap between HOMO and LUMO**: 0.3313 Ha
**Molar mass**: 262.33 g mol⁻¹
**SMILES**: O=C(NC[C@@H](O)c1ccccc1)Nc1cccs1
**LUMO level**: 0.023 Eh

---

--- b ---
# C13H14N2O2S

A structure of composition C13H14N2O2S (the ωB97M-V functional and the def2-TZVPD basis, the OMol25 dataset).

Each line ends with the Löwdin charge.
Atoms and positions in Å:
C1 2.311 -3.969 -0.470  -0.10
C2 1.132 -4.344 0.310  -0.17
C3 0.153 -3.241 0.826  -0.51
O1 -0.356 -3.378 1.820  0.22
O2 0.408 -2.282 -0.163  0.03
C4 -0.434 -1.241 0.438  -0.48
C5 -1.795 -1.454 0.047  -0.31
H1 -2.041 -1.440 -1.299  0.19
H2 -2.412 -2.395 0.206  0.10
S1 -3.020 -0.037 0.518  1.09
C6 -2.213 1.214 0.343  -0.94
N1 -2.560 2.393 0.327  0.11
C7 -1.223 3.351 0.009  -0.12
C8 -1.337 4.712 0.201  0.02
C9 -0.025 5.213 -0.267  -0.03
C10 1.153 4.370 -0.292  -0.12
C11 1.154 3.107 -0.393  0.00
C12 -0.174 2.482 -0.046  -0.14
N2 -0.829 1.285 -0.070  0.00
C13 0.080 0.003 -0.115  -0.06
H3 0.208 -0.218 -1.404  0.21
H4 1.051 0.075 0.362  0.13
H5 1.749 2.408 -0.545  0.03
H6 2.032 4.833 -0.448  0.08
H7 -0.105 6.258 -0.357  0.07
H8 -2.148 5.399 0.347  0.10
H9 -0.368 -1.087 1.456  0.14
H10 1.340 -5.043 1.191  0.13
H11 0.565 -5.229 -0.138  0.14
H12 1.978 -3.461 -1.369  0.08
H13 2.832 -3.362 -0.023  -0.03
H14 2.893 -4.923 -1.000  0.16

Summary:
**Gap between HOMO and LUMO**: 0.3062 Ha
**Molar mass**: 262.33 g mol⁻¹
**LUMO level**: 0.019 Eh

---

Energies relative to the most stable structure, in hartree: a 0.0000; b 0.3996.

---

--- a ---
# C5H6N6

An isolated molecule of C5H6N6 (the ωB97M-V functional and the def2-TZVPD basis, the OMol25 dataset).

Each line ends with the Löwdin charge.
Atoms and positions in Å:
N1 0.367 2.342 -1.735  -0.03
N2 0.993 1.111 -1.830  -0.03
C1 0.787 0.180 -0.961  -0.29
N3 1.651 -0.884 -0.960  0.02
N4 1.574 -1.967 -0.217  0.04
C2 0.576 -2.049 0.610  -0.10
C3 -0.311 -0.967 0.800  -0.23
N5 -1.299 -0.761 1.734  0.10
C4 -1.792 0.499 1.484  -0.19
N6 -1.173 1.081 0.512  0.11
C5 -0.212 0.183 0.118  -0.16
H1 0.558 2.883 -2.630  0.10
H2 -0.553 2.337 -1.299  0.05
H3 2.358 -0.957 -1.700  0.16
H4 0.590 -2.855 1.374  0.12
H5 -1.443 -1.170 2.741  0.21
H6 -2.672 0.992 1.959  0.14

Summary:
**Gap between HOMO and LUMO**: 0.2716 Ha
**Molar mass**: 150.14 g mol⁻¹
**SMILES**: N/N=c1/[nH]ncc2[nH]cnc12
**LUMO level**: 0.021 Eh

---

--- b ---
# C5H6N6

An isolated molecule of C5H6N6 (the ωB97M-V functional and the def2-TZVPD basis, the OMol25 dataset).

Each line ends with the Löwdin charge.
Atoms and positions in Å:
N1 -2.768 -1.140 -0.020  0.11
C1 -1.532 -0.630 -0.033  -0.51
N2 -1.475 0.704 -0.134  0.16
C2 -0.301 1.250 -0.108  -0.39
N3 -0.302 2.626 -0.031  0.09
C3 0.821 0.459 -0.074  -0.21
N4 2.159 0.720 -0.177  0.11
C4 2.726 -0.454 -0.019  -0.18
N5 1.831 -1.515 0.077  0.12
C5 0.607 -0.927 0.011  -0.30
N6 -0.572 -1.517 0.083  0.17
H1 -3.020 -2.112 -0.386  0.14
H2 -3.448 -0.368 -0.042  0.10
H3 -1.197 2.967 0.597  0.17
H4 0.515 3.027 0.511  0.11
H5 3.809 -0.591 -0.085  0.12
H6 2.148 -2.499 -0.169  0.19

Summary:
**Gap between HOMO and LUMO**: 0.3227 Ha
**Molar mass**: 150.14 g mol⁻¹
**SMILES**: Nc1nc(N)c2nc[nH]c2n1
**LUMO level**: 0.032 Eh

---

Energies relative to the most stable structure, in hartree: a 0.1054; b 0.0000.